#a
The following is a DFT calculation (ωB97M-V with the def2-TZVPD basis set) of 2 unconnected molecules or ions with the total composition C5H14O.

Each line ends with the Löwdin charge.
Positions of all 20 atoms, in Å:
O1 1.159 1.671 -3.266  -0.056
C1 -0.073 0.025 1.078  -0.426
C2 -0.964 -1.069 0.456  -0.240
C3 -1.451 -0.771 -0.963  -0.119
C4 0.817 0.786 0.066  -0.076
C5 0.791 -0.614 2.168  -0.105
H1 1.424 0.069 2.747  0.077
H2 0.134 -1.029 2.941  0.074
H3 1.354 -1.468 1.802  0.076
H4 -0.502 -2.060 0.511  0.108
H5 -2.413 -1.265 -1.120  0.068
H6 1.850 0.775 0.406  0.073
H7 1.400 2.494 -2.834  0.034
H8 -1.847 -1.110 1.106  0.107
H9 0.808 0.310 -0.914  0.047
H10 -1.722 0.288 -1.030  0.076
H11 0.270 1.503 -2.944  0.020
H12 0.437 1.796 -0.057  0.072
H13 -0.753 -1.065 -1.742  0.069
H14 -0.719 0.733 1.588  0.121

=====

#b
The following is a DFT calculation (ωB97M-V with the def2-TZVPD basis set) of 2 unconnected molecules or ions with the total composition C5H14O.

Each line ends with the Löwdin charge.
Positions of all 20 atoms, in Å:
O1 2.470 -0.767 1.444  -0.061
C1 -2.441 0.948 -2.017  -0.179
C2 1.379 -0.859 -0.667  -0.081
C3 0.054 -0.474 1.424  -0.035
C4 -2.469 1.329 -0.560  -0.173
C5 1.418 -0.191 0.654  -0.446
H1 1.012 -1.884 -0.690  0.082
H2 2.312 -0.851 -1.246  0.085
H3 -2.274 0.419 0.005  0.044
H4 -3.390 1.794 -0.238  0.065
H5 -1.603 1.960 -0.323  0.066
H6 -2.437 1.738 -2.766  0.060
H7 0.252 -0.527 2.489  0.074
H8 -0.624 0.339 1.198  0.037
H9 2.509 -1.701 1.368  0.063
H10 -3.338 0.342 -2.212  0.067
H11 -1.605 0.317 -2.338  0.052
H12 1.596 0.871 0.779  0.136
H13 0.730 -0.385 -1.420  0.074
H14 -0.270 -1.432 1.024  0.070

=====

#c
The following is a DFT calculation (ωB97M-V with the def2-TZVPD basis set) of 2 unconnected molecules or ions with the total composition C5H14O.

Each line ends with the Löwdin charge.
Positions of all 20 atoms, in Å:
O1 2.224 4.396 -1.483  -0.102
C1 -0.241 -0.164 -1.028  -0.357
C2 -1.695 0.171 -1.237  -0.172
C3 0.282 -2.168 1.964  -0.106
C4 0.227 -0.238 0.360  -0.288
C5 -0.696 -1.076 1.237  -0.206
H1 -1.609 -1.542 0.609  0.128
H2 0.371 0.812 0.667  0.115
H3 2.818 4.781 -2.136  0.023
H4 -2.285 0.834 -0.452  0.098
H5 1.337 -1.845 1.991  0.052
H6 -0.194 -1.131 -1.590  0.106
H7 -2.431 -0.771 -1.125  0.097
H8 0.507 0.189 -1.854  0.134
H9 -1.805 0.839 -2.175  0.087
H10 0.385 -3.150 1.681  0.019
H11 0.122 -2.129 3.093  0.078
H12 2.548 3.485 -1.158  0.078
H13 -1.128 -0.567 2.149  0.103
H14 1.264 -0.726 0.485  0.114

=====

#d
The following is a DFT calculation (ωB97M-V with the def2-TZVPD basis set) of 2 unconnected molecules or ions with the total composition C5H14O.

Each line ends with the Löwdin charge.
Positions of all 20 atoms, in Å:
O1 0.517 0.993 1.242  -0.109
C1 -0.539 -1.197 -1.626  -0.135
C2 0.717 -0.342 1.753  -0.303
C3 2.116 -0.505 2.315  -0.088
C4 -1.815 0.929 -2.354  -0.115
C5 -0.987 0.230 -1.301  -0.324
H1 -1.685 0.449 -3.332  0.063
H2 2.829 -0.051 1.636  0.078
H3 2.211 -0.145 3.339  0.069
H4 -0.056 0.747 -1.063  0.082
H5 2.336 -1.573 2.424  0.074
H6 -2.885 0.829 -2.170  0.068
H7 -0.124 -0.654 2.374  0.115
H8 0.655 -0.951 0.850  0.088
H9 -1.412 0.220 -0.297  0.090
H10 -1.524 1.960 -2.555  0.067
H11 -1.181 -1.969 -1.175  0.067
H12 0.523 1.566 2.029  0.091
H13 0.500 -1.472 -1.493  0.060
H14 -0.876 -1.525 -2.626  0.063

=====

Q: Which of them is the least stable? A: #c.

=====

#a
The following is a DFT calculation (ωB97M-V with the def2-TZVPD basis set) of a single C3H6N4O molecule.

Each line ends with the Löwdin charge.
Positions of all 14 atoms, in Å:
O1 -2.150 -1.452 -0.024  -0.010
N1 -2.485 1.397 -0.209  0.108
N2 2.430 -0.909 -0.017  0.060
N3 1.226 -0.169 0.005  -0.330
N4 0.111 -1.006 -0.030  0.082
C1 -1.659 0.682 0.471  -0.087
C2 -1.211 -0.622 0.095  -0.533
C3 1.006 1.125 -0.029  0.068
H1 -2.420 1.100 -1.166  0.118
H2 3.215 -0.201 -0.093  0.114
H3 -2.958 2.142 0.313  0.125
H4 2.035 1.551 0.057  0.013
H5 2.544 -1.637 0.745  0.119
H6 0.317 -2.002 -0.118  0.153

=====

#b
The following is a DFT calculation (ωB97M-V with the def2-TZVPD basis set) of a single C3H6N4O molecule.

Each line ends with the Löwdin charge.
Positions of all 14 atoms, in Å:
O1 -2.545 -1.080 -0.577  -0.041
N1 -0.199 2.103 0.221  0.119
N2 2.574 -1.501 0.164  0.108
N3 1.531 0.629 -0.523  0.060
N4 -0.383 -0.346 0.307  0.083
C1 -1.809 -0.461 0.501  -0.239
C2 0.227 0.778 -0.040  -0.401
C3 2.154 -0.453 -0.076  -0.430
H1 -2.761 -0.438 -1.244  0.071
H2 -2.284 0.517 0.643  0.104
H3 0.177 -1.176 0.583  0.150
H4 -1.151 2.535 -0.006  0.124
H5 -2.221 -0.834 1.526  0.161
H6 0.509 2.662 -0.375  0.133

=====

#c
The following is a DFT calculation (ωB97M-V with the def2-TZVPD basis set) of a single C3H6N4O molecule.

Each line ends with the Löwdin charge.
Positions of all 14 atoms, in Å:
O1 -0.433 -0.076 -1.228  0.029
N1 -1.985 1.161 -0.033  0.069
N2 1.520 -0.925 -1.895  0.157
N3 -1.237 0.030 0.000  -0.109
N4 -0.570 0.398 2.197  0.124
C1 0.768 -0.552 -0.841  -0.410
C2 0.962 -0.494 0.506  0.023
C3 -0.267 0.016 1.051  -0.461
H1 -2.893 0.807 0.274  0.102
H2 0.186 0.317 2.866  0.051
H3 1.205 -0.737 -2.838  0.113
H4 1.850 -0.773 1.060  0.106
H5 -1.638 1.820 0.667  0.085
H6 2.534 -0.991 -1.786  0.121

=====

#d
The following is a DFT calculation (ωB97M-V with the def2-TZVPD basis set) of a single C3H6N4O molecule.

Each line ends with the Löwdin charge.
Positions of all 14 atoms, in Å:
O1 -0.102 1.326 0.578  -0.172
N1 -0.797 -2.128 0.339  0.124
N2 -0.873 0.296 0.407  -0.300
N3 3.038 0.532 -0.135  0.155
N4 1.023 -0.959 -0.154  0.209
C1 -2.059 0.630 -0.313  -0.046
C2 1.863 -0.075 -0.038  -0.064
C3 -0.308 -0.964 0.153  -0.495
H1 -1.851 0.376 -1.384  0.101
H2 -2.840 -0.184 0.034  0.117
H3 3.165 1.352 -0.669  0.101
H4 -2.381 1.582 -0.153  0.045
H5 3.843 0.318 0.578  0.184
H6 -1.721 -2.100 0.758  0.040

=====

Q: Which of them is the least stable? A: #a.